{
  "formula": "C3H5FN2S",
  "method": "ωB97M-V with the def2-TZVPD basis set",
  "elements": ["C", "C", "C", "H", "H", "H", "H", "H", "N", "N", "F", "S"],
  "coordinates": [[-0.08, -0.88, -1.10], [-0.78, -0.72, 0.09], [-0.63, 0.25, 1.14], [1.43, -0.30, -2.28], [1.62, 0.07, -0.51], [-0.29, -1.84, -1.54], [0.47, 1.58, -0.07], [-0.16, 2.21, 1.56], [0.93, 0.04, -1.42], [0.19, 1.39, 0.92], [-1.54, -1.84, 0.49], [-1.16, 0.04, 2.71]],
  "de_lowest_kcal_mol": 30.2,
  "orbital_gap_ev": 7.916,
  "energy_ev": -19723.3162,
  "homo_ev": -8.386,
  "smiles": "N/C=C(/F)C(N)=S"
}